Record 1
Entry from the OMol25 dataset: C8H10MgO8P as an isolated structure in a non-equilibrium geometry (the ωB97M-V functional and the def2-TZVPD basis).

Geometry as XYZ:
```
28
Properties=species:S:1:pos:R:3:forces:R:3
O -1.16906 1.82623 -4.53659 0.2 -1.3 2.1
C -0.63006 1.09036 -3.71547 1.6 0.5 -2.5
Mg -1.34138 1.83653 -1.32919 1.9 0.0 -0.9
C -2.00707 1.46376 0.72603 -1.2 -1.0 5.0
O -2.28539 1.23932 1.81865 1.1 0.9 -4.2
C -1.34548 -0.52734 -1.75042 0.1 -3.1 -1.2
O -1.28866 -1.55564 -2.24750 -0.3 2.7 1.7
C 0.53159 1.61745 -2.65149 -2.4 0.5 1.0
O 1.61553 1.34665 -3.05849 -0.3 0.1 0.2
C -3.49972 1.38039 -2.22698 -3.3 -1.6 -0.9
O -4.48284 0.87147 -2.52186 3.2 1.8 0.9
H -0.48367 -0.01756 -3.80698 -0.5 0.4 -0.9
C 2.10613 1.64611 0.98844 0.3 0.1 -0.3
O 1.04350 0.72956 0.62848 -0.2 -0.6 0.5
P 1.33070 -0.90934 0.41940 0.8 0.0 0.4
O 2.01080 -1.40873 1.80987 -0.5 0.9 -0.2
C 1.67078 -0.93439 3.12605 -0.1 -0.6 0.8
O -0.25519 -1.30436 0.60442 -0.6 0.3 0.2
C -0.74670 -2.61731 0.93047 0.3 -0.5 0.2
H 2.00444 2.50337 0.31561 0.1 -0.1 0.2
H 3.12286 1.23713 0.85973 -0.5 -0.1 -0.1
H 2.01749 1.96769 2.03349 -0.2 -0.2 -0.3
H 2.37599 -0.17792 3.50026 -0.1 -0.3 -0.4
H 0.64787 -0.56668 3.27187 0.1 0.1 -0.7
H 1.73247 -1.81769 3.76971 0.2 0.2 0.0
H -0.63090 -2.82460 2.01075 -0.1 0.3 -0.5
H -1.80350 -2.65770 0.64054 0.2 0.1 0.2
H -0.24051 -3.43673 0.39122 0.1 0.5 0.0
```
Positions in Å, forces in eV/Å.

Calculated values
multiplicity = 1
charge = +1
frontier orbital gap = 5.723 eV
energy relative to the best compared isomer or geometry (same formula, charge and spin) = 0.0 kcal per mole

---

Record 2
Entry from the OMol25 dataset: C5H9O3Pb as an isolated structure in a non-equilibrium geometry (the ωB97M-V functional and the def2-TZVPD basis).

Geometry as XYZ:
```
18
Properties=species:S:1:pos:R:3:forces:R:3
H 1.56202 -4.43322 -0.11118 -1.8 2.6 -2.0
O -1.31853 -4.22748 -2.42799 0.3 -0.1 -0.2
O -3.38364 -3.69770 -2.13679 0.7 -0.1 -0.3
O -1.82996 -2.14114 -1.75936 -2.0 0.5 0.2
C 0.09313 -3.92620 -2.42666 -0.5 3.7 -0.8
C -4.43261 -2.76734 -1.76641 -0.4 0.7 0.2
C 0.82777 -4.52822 -1.34798 2.3 -1.4 3.6
C -5.74999 -3.48545 -1.89199 -0.2 -0.1 0.0
C -2.16070 -3.28220 -2.11858 -0.9 -1.5 0.3
H 0.48855 -4.01472 -3.44376 -0.2 -0.5 0.6
H -4.24220 -2.43241 -0.74009 0.0 -0.1 -0.2
H -4.36415 -1.90476 -2.44072 0.0 -0.2 0.2
H 1.84460 -4.71685 -1.71857 -0.6 -1.9 -0.1
H 0.14394 -5.05101 -0.66142 0.6 -1.7 -1.2
H -6.55130 -2.79773 -1.59247 0.2 -0.2 -0.1
H -5.93154 -3.80071 -2.92727 0.0 0.1 0.3
H -5.78095 -4.36361 -1.23483 0.0 0.2 -0.2
Pb 0.19062 -1.66726 -1.62192 2.6 0.1 0.0
```
Positions in Å, forces in eV/Å.

Calculated values
multiplicity = 1
charge = +1
frontier orbital gap (spin up / spin down) = 6.882 / 6.882 eV
energy relative to the best compared isomer or geometry (same formula, charge and spin) = 0.0 kcal per mole

---

Record 3
Entry from the OMol25 dataset: C21H28BIrN8O as an isolated structure in a non-equilibrium geometry (the ωB97M-V functional and the def2-TZVPD basis).

Geometry as XYZ:
```
60
Properties=species:S:1:pos:R:3:forces:R:3
Ir 0.11632 -0.89409 -0.82996 0.7 0.9 -0.5
C -1.49683 1.77156 -2.65084 0.1 -0.3 0.1
C -0.49086 2.04382 -1.58475 -0.3 0.0 -0.3
C -0.04473 3.30051 -1.16865 -0.7 -0.5 -0.6
C 0.86965 3.08750 -0.18898 1.0 -0.6 1.1
C 1.64502 4.09936 0.58700 -0.1 -0.1 0.0
N 1.00364 1.73244 -0.00116 0.1 0.9 0.1
N 0.15793 1.10894 -0.86048 -0.3 -0.6 -0.3
B 1.92447 0.93348 0.90590 0.2 -0.2 -0.1
N 2.88397 0.06196 -0.06296 -2.6 -0.1 0.1
N 2.23105 -0.86130 -1.00059 -2.7 2.3 2.7
C 3.07374 -1.46205 -1.70101 3.1 -0.8 -1.1
C 2.75367 -2.45908 -2.74983 0.3 0.0 0.0
C 4.39775 -0.97970 -1.27609 0.1 0.6 0.7
C 4.14299 0.03140 -0.17515 1.8 -1.9 -2.2
C 5.15925 0.79131 0.57088 -0.1 0.3 0.3
N 1.14962 -0.10311 1.72760 -0.3 -0.3 0.0
N 0.38542 -1.05229 1.09187 0.0 0.0 0.3
C -0.12598 -1.90969 2.00528 0.1 0.1 -0.1
C -0.97066 -3.09083 1.65366 0.0 0.2 0.1
C 0.32796 -1.49403 3.25086 -0.1 -0.1 -0.1
C 1.11534 -0.37363 3.05204 0.1 0.2 0.0
C 1.84457 0.43293 4.06620 0.1 0.0 0.0
H -1.51628 2.60246 -3.35112 0.0 0.0 0.0
H -2.49995 1.68157 -2.23268 0.0 0.0 0.0
H -1.26427 0.86537 -3.21796 -0.1 0.1 0.0
H -0.37376 4.24531 -1.56048 0.0 0.1 0.0
H 1.22479 5.08526 0.41061 0.0 0.0 0.0
H 2.68630 4.12691 0.27253 0.1 0.0 0.0
H 1.60814 3.90783 1.65744 0.0 0.0 0.0
H 2.61609 1.62326 1.57949 -0.1 0.0 0.0
H 1.68338 -2.60581 -2.81801 -0.2 -0.1 -0.1
H 3.23272 -3.41673 -2.53065 0.0 0.1 0.0
H 3.12767 -2.12066 -3.72021 0.0 0.0 0.1
H 5.37691 -1.26806 -1.64464 -0.2 0.0 0.0
H 6.16477 0.55861 0.23137 0.0 0.0 0.0
H 5.07993 0.57492 1.64039 0.0 -0.1 -0.1
H 4.97705 1.86498 0.46807 0.1 -0.1 -0.1
H -1.13167 -3.17306 0.58140 0.0 -0.1 -0.1
H -1.94344 -3.02689 2.14297 0.0 0.0 0.0
H -0.49647 -4.00876 1.99963 0.0 0.0 0.0
H 0.11051 -1.96365 4.19600 0.0 0.0 0.0
H 1.44367 0.22023 5.05387 0.0 0.0 0.0
H 1.75738 1.50207 3.88037 0.0 0.0 0.0
H 2.90471 0.17141 4.07857 0.0 0.0 0.0
N -7.00832 -0.81349 -0.21636 0.0 0.1 0.0
C -6.12226 -0.50739 -1.17762 -0.1 -0.1 0.1
O -6.36155 0.02360 -2.23559 0.1 0.0 -0.1
C -4.65788 -0.79935 -0.90726 0.0 0.0 -0.1
C -3.97250 -0.24567 0.16715 0.3 0.0 0.1
C -2.59244 -0.32696 0.19844 -0.3 -0.1 -0.3
N -1.90188 -0.95918 -0.77404 -0.1 0.4 0.6
C -2.57085 -1.54309 -1.79006 0.0 -0.1 -0.1
C -3.93656 -1.47304 -1.89274 -0.1 0.0 0.0
H -7.98458 -0.62192 -0.38981 0.0 0.0 0.0
H -6.77156 -1.36410 0.59022 0.0 0.0 0.0
H -4.49054 0.28752 0.95344 0.0 0.0 0.0
H -2.02436 0.13693 0.98874 0.1 0.0 0.1
H -1.98413 -2.05470 -2.54456 0.1 0.0 0.0
H -4.44207 -1.90108 -2.74777 0.0 0.0 0.0
```
Positions in Å, forces in eV/Å.

Calculated values
multiplicity = 2
charge = +3
frontier orbital gap (spin up / spin down) = 6.080 / 4.889 eV
energy relative to the best compared isomer or geometry (same formula, charge and spin) = 1.1 kcal per mole
<S²> = 0.756

---

Record 4
Entry from the OMol25 dataset: a 2-piece molecular cluster, C2H10NS overall in a non-equilibrium geometry (the ωB97M-V functional and the def2-TZVPD basis).

Geometry as XYZ:
```
14
Properties=species:S:1:pos:R:3:forces:R:3
N -2.31440 0.28549 -0.63951 0.2 1.1 0.6
H -1.37559 -0.16832 -0.92799 -1.1 0.0 0.0
H -2.58343 0.29255 0.37975 0.4 -0.6 0.2
H -2.21287 1.29793 -0.77989 0.3 0.5 -0.4
H -3.19518 0.08007 -1.13826 -0.1 -0.7 -0.6
C 0.80143 -1.16780 0.58423 0.8 1.9 1.1
C 1.79234 -0.00897 0.24783 -1.2 0.1 -0.6
S 1.03176 1.66320 0.74876 0.7 -1.4 -0.5
H -0.16325 -0.98557 0.10630 0.5 -0.6 -0.2
H 0.58959 -1.23874 1.67906 0.4 0.0 -0.8
H 1.37845 -1.99275 0.24951 -0.3 -1.5 -0.3
H 2.75470 -0.13387 0.77119 -0.4 0.1 -0.4
H 1.93720 -0.02380 -0.90459 -0.1 0.3 2.1
H 1.55926 2.10057 -0.37639 0.0 1.0 -0.3
```
Positions in Å, forces in eV/Å.

Calculated values
multiplicity = 2
frontier orbital gap (spin up / spin down) = 4.842 / 9.929 eV
energy relative to the best compared isomer or geometry (same formula, charge and spin) = 18.5 kcal per mole
<S²> = 0.751

---

Record 5
Entry from the OMol25 dataset: C8H13NO4S in the gas phase in a non-equilibrium geometry (the ωB97M-V functional and the def2-TZVPD basis).

Geometry as XYZ:
```
27
Properties=species:S:1:pos:R:3:forces:R:3
C 0.01175 3.03000 -0.34444 1.1 1.3 -0.2
C -0.55237 1.89477 0.03338 1.4 -2.8 2.1
C -1.87302 1.74617 0.79592 0.1 1.7 -0.3
C 0.36263 0.50719 -0.29103 2.1 0.2 -1.7
C -0.13447 0.25715 -1.70714 -1.2 -0.4 0.7
O -0.66034 -0.72043 -2.17535 0.4 -1.5 0.2
C 0.80249 -0.95013 0.33587 -0.1 4.8 1.3
C 1.90099 -1.02212 1.11234 -0.8 -0.2 -1.1
O 2.79558 -0.02500 1.36013 -1.1 0.1 -0.5
N -0.12550 -1.94197 0.23125 -0.7 -1.5 0.2
S -1.18325 -2.31109 1.48883 -0.3 -1.1 -2.1
C -0.40502 -3.89058 1.98891 -2.9 -1.2 -2.9
O -2.48467 -2.55153 0.89060 1.2 0.1 0.8
O -0.96258 -1.31829 2.48872 -0.2 0.0 0.5
H 1.05365 3.13700 -0.77676 -1.4 -0.6 0.4
H -0.43993 4.02725 -0.16835 -0.1 -0.9 -0.1
H -2.12377 2.78625 1.11710 -0.2 -0.5 -0.6
H -1.93596 1.22965 1.77865 0.6 -0.5 -1.1
H -2.60168 1.40346 0.04290 -0.1 -0.1 0.8
H 1.39576 0.93747 -0.48602 -1.1 0.0 0.3
H -0.27261 1.09311 -2.33078 0.6 2.0 -0.8
H 2.14639 -1.97312 1.54296 0.1 -0.5 0.2
H 3.52619 -0.46138 1.77149 0.9 0.0 0.4
H -0.35747 -2.11342 -0.75096 -0.8 -0.2 0.6
H -1.05411 -4.71605 2.33244 -0.1 1.1 0.9
H -0.16724 -4.36960 1.00786 0.7 0.9 0.7
H 0.36246 -3.56764 2.59010 2.0 0.0 1.3
```
Positions in Å, forces in eV/Å.

Calculated values
multiplicity = 1
frontier orbital gap = 9.232 eV
energy relative to the best compared isomer or geometry (same formula, charge and spin) = 55.0 kcal per mole